Record 1
Density functional theory data (wB97M-V/def2-TZVPD) for CH5N3OS in the gas phase in a non-equilibrium geometry.

Calculated values
Frontier orbital gap, Ha: 0.347
Relative energy (zero: lowest compared OMol25 entry of this formula, charge and spin), eV: 2.576

Each line ends with the Mulliken charge.
Cartesian coordinates (Å):
H: 1.2902 -2.2911 -0.3466  0.224
N: 1.5307 -1.3173 -0.3733  -0.681
C: 0.6050 -0.4748 -0.0089  0.480
N: 0.6702 0.7860 -0.5884  -0.121
O: 0.1194 1.9058 0.0479  -0.449
N: -0.6815 -0.7569 0.5653  -0.339
S: -2.1331 -0.2708 -0.4371  -0.144
H: 1.5351 1.0126 -1.0315  0.252
H: 0.2924 1.9164 1.1162  0.342
H: -0.7687 -1.5693 1.0426  0.271
H: -2.4596 1.0593 0.0139  0.165


Record 2
Density functional theory data (wB97M-V/def2-TZVPD) for an isolated ion of composition CH5N4O2S and charge +1 in a non-equilibrium geometry.

Calculated values
Frontier orbital gap (alpha / beta), Ha: 0.295 / 0.261
Spin multiplicity: 3
⟨S²⟩: 2.014
Net charge: +1

Each line ends with the Mulliken charge.
Cartesian coordinates (Å):
C: -0.9896 0.0194 0.1219  0.632
N: 2.3872 0.6789 -1.2669  -0.191
N: -2.0138 0.8764 0.1239  -0.382
N: -0.8895 -0.9386 -0.8329  -0.439
N: 0.0792 0.0303 0.9579  -0.001
O: 3.7382 -0.6080 0.6533  -0.391
O: 1.1638 -0.7304 0.8512  -0.324
S: 2.5962 -0.1275 -0.0973  0.738
H: -2.9053 0.6580 -0.3670  0.269
H: -2.1884 1.5949 0.8115  0.247
H: -1.2889 -0.7437 -1.7540  0.263
H: 0.0694 -1.4576 -0.8360  0.337
H: 0.2415 0.7478 1.6345  0.241


Record 3
Density functional theory data (wB97M-V/def2-TZVPD) for CH5N4P in the gas phase in a non-equilibrium geometry.

Calculated values
Frontier orbital gap, Ha: 0.341
Relative energy (zero: lowest compared OMol25 entry of this formula, charge and spin), eV: 1.963

Each line ends with the Mulliken charge.
Cartesian coordinates (Å):
P: -1.7916 -0.6439 -0.1944  -0.154
C: -0.2674 0.1086 0.5983  -0.051
N: 0.7064 -0.9002 0.6634  -0.167
N: 1.7019 -0.5702 -0.0432  -0.253
N: 1.4453 0.6099 -0.6111  0.027
N: 0.2451 1.2026 -0.2342  -0.342
H: -2.2373 -1.6700 0.7062  0.069
H: -0.9983 -1.4299 -0.9363  0.065
H: -0.5004 0.5259 1.7474  0.270
H: 2.1354 1.3197 -0.8037  0.254
H: -0.4392 1.4474 -0.8923  0.283


Record 4
Density functional theory data (wB97M-V/def2-TZVPD) for CH5N4P in the gas phase in a non-equilibrium geometry.

Calculated values
Frontier orbital gap (alpha / beta), Ha: 0.228 / 0.285
Spin multiplicity: 3
⟨S²⟩: 2.008
Relative energy (zero: lowest compared OMol25 entry of this formula, charge and spin), eV: 0.000

Each line ends with the Mulliken charge.
Cartesian coordinates (Å):
C: -0.1927 -0.3576 0.0632  -0.012
N: 0.8239 -0.5176 -0.9851  -0.118
N: 1.8134 0.2042 -0.7442  -0.659
N: 0.3833 0.5391 1.0152  -0.275
N: 1.6006 0.8334 0.3564  0.240
P: -1.9589 -0.0240 -0.6320  -0.097
H: -0.4759 -1.3623 0.5675  0.241
H: -0.0690 1.3683 0.9370  0.327
H: 2.3036 1.2181 0.9036  0.231
H: -2.5021 -0.9840 0.2075  0.041
H: -1.7262 -0.9177 -1.6890  0.080


Record 5
Density functional theory data (wB97M-V/def2-TZVPD) for CH5N5 in the gas phase in a non-equilibrium geometry.

Calculated values
Frontier orbital gap (alpha / beta), Ha: 0.294 / 0.294
Relative energy (zero: lowest compared OMol25 entry of this formula, charge and spin), eV: 3.248

Each line ends with the Mulliken charge.
Cartesian coordinates (Å):
C: 1.2067 0.4087 -0.3848  -0.235
N: -0.1951 0.5634 -0.3325  -0.706
N: -0.7789 -0.5383 -0.0553  0.992
N: 1.2870 -1.0190 -0.0203  0.060
N: 0.0881 -1.5490 0.1443  -0.706
N: -2.2290 -0.4123 -0.1489  -0.651
H: 1.5475 0.5174 -1.3699  0.223
H: 1.7633 1.0183 0.3392  0.193
H: 1.9760 -1.6911 -0.1441  0.210
H: -2.2344 -0.6684 -1.1623  0.279
H: -2.4340 0.5401 -0.0840  0.341


Record 6
Density functional theory data (wB97M-V/def2-TZVPD) for a 2-piece molecular cluster, CH5NO overall in a non-equilibrium geometry.

Calculated values
Frontier orbital gap (alpha / beta), Ha: 0.088 / 0.219
Spin multiplicity: 2
⟨S²⟩: 0.753
Net charge: -1
Relative energy (zero: lowest compared OMol25 entry of this formula, charge and spin), eV: 1.387

Each line ends with the Mulliken charge.
Cartesian coordinates (Å):
N: -1.1326 0.0487 3.1607  -0.611
H: -1.3214 1.0135 3.0968  0.205
H: -0.4647 -0.2908 2.6146  0.216
H: -0.8030 -0.2285 4.0646  0.189
O: 0.6485 0.5758 -1.7283  -0.754
C: 0.6619 -0.5178 -2.1894  -0.722
H: 0.4525 -1.4538 -1.7801  0.217
H: 0.9052 -0.8811 -3.1581  0.260


Record 7
Density functional theory data (wB97M-V/def2-TZVPD) for a 2-piece molecular cluster, CH5NO overall in a non-equilibrium geometry.

Calculated values
Frontier orbital gap, Ha: 0.383
Relative energy (zero: lowest compared OMol25 entry of this formula, charge and spin), eV: 0.898

Each line ends with the Mulliken charge.
Cartesian coordinates (Å):
C: -1.4033 0.5109 -0.2666  -0.206
N: -0.6727 0.3912 0.7495  -0.511
H: -1.5484 1.5650 -0.6558  0.226
H: -1.9327 -0.3099 -0.6820  0.252
H: -0.4960 -0.4599 1.2637  0.243
O: 1.6194 -0.7183 -0.3160  -0.638
H: 2.3053 -1.0870 -0.8619  0.301
H: 1.8458 0.2347 -0.1834  0.332


Record 8
Density functional theory data (wB97M-V/def2-TZVPD) for a 2-piece molecular cluster, CH5NO overall in a non-equilibrium geometry.

Calculated values
Frontier orbital gap, Ha: 0.389
Relative energy (zero: lowest compared OMol25 entry of this formula, charge and spin), eV: 0.985

Each line ends with the Mulliken charge.
Cartesian coordinates (Å):
C: -1.2931 -0.6624 -0.9798  -0.256
N: -2.3239 -0.0020 -0.7754  -0.471
H: -0.9084 -1.3300 -0.3112  0.307
H: -0.7751 -0.5461 -1.9723  0.172
H: -2.5905 0.6788 -1.5413  0.249
O: 2.3137 0.4572 1.6616  -0.655
H: 2.6744 1.3542 1.5232  0.324
H: 2.9029 0.0504 2.3952  0.331


Record 9
Density functional theory data (wB97M-V/def2-TZVPD) for a 2-piece molecular cluster, CH5NO overall in a non-equilibrium geometry.

Calculated values
Frontier orbital gap, Ha: 0.414
Relative energy (zero: lowest compared OMol25 entry of this formula, charge and spin), eV: 1.146

Each line ends with the Mulliken charge.
Cartesian coordinates (Å):
C: 0.6056 -0.1179 -1.0192  -0.237
N: 0.9072 0.2724 0.1967  -0.493
H: -0.4648 -0.3847 -1.4113  0.217
H: 1.3640 -0.2342 -1.6903  0.301
H: 1.7821 0.7410 0.1371  0.246
O: -1.7212 0.0675 1.1918  -0.681
H: -1.6403 -0.8482 1.2750  0.298
H: -0.8326 0.5040 1.3202  0.349


Record 10
Density functional theory data (wB97M-V/def2-TZVPD) for a 2-piece molecular cluster, CH5NO overall in a non-equilibrium geometry.

Calculated values
Frontier orbital gap (alpha / beta), Ha: 0.422 / 0.109
Spin multiplicity: 2
⟨S²⟩: 0.759
Net charge: +1
Relative energy (zero: lowest compared OMol25 entry of this formula, charge and spin), eV: 1.810

Each line ends with the Mulliken charge.
Cartesian coordinates (Å):
N: 1.1161 1.8335 2.1079  -0.499
H: 1.6311 0.9635 2.2063  0.300
H: 1.1136 2.0845 1.1231  0.281
H: 1.6506 2.5503 2.5893  0.303
O: -0.7285 -1.7962 -1.3920  -0.057
C: -0.7880 -0.6382 -1.1975  0.074
H: -0.1452 0.0847 -1.7441  0.291
H: -1.4347 -0.1337 -0.4304  0.308


Record 11
Density functional theory data (wB97M-V/def2-TZVPD) for a 2-piece molecular cluster, CH5NO2 overall in a non-equilibrium geometry.

Calculated values
Frontier orbital gap, Ha: 0.364
Relative energy (zero: lowest compared OMol25 entry of this formula, charge and spin), eV: 0.387

Each line ends with the Mulliken charge.
Cartesian coordinates (Å):
N: 0.0000 0.0000 0.0000  -0.264
C: 1.1515 0.3096 0.5439  0.148
O: 1.8842 -0.5019 1.0975  -0.593
H: -0.4085 -0.9378 -0.0075  0.220
H: -0.5037 0.7808 -0.4280  0.247
H: 1.4157 1.3946 0.5192  0.255
O: -0.4553 2.1780 -2.0891  -0.661
H: 0.1699 2.8501 -2.4437  0.322
H: -1.3185 2.6472 -2.0335  0.327


Record 12
Density functional theory data (wB97M-V/def2-TZVPD) for CH5NO2 in the gas phase in a non-equilibrium geometry.

Calculated values
Frontier orbital gap, Ha: 0.368
Relative energy (zero: lowest compared OMol25 entry of this formula, charge and spin), eV: 3.490

Each line ends with the Mulliken charge.
Cartesian coordinates (Å):
N: 1.3174 -0.3669 0.5062  -0.518
O: 0.3917 -0.8206 -0.4190  -0.215
C: -0.9916 -0.2079 -0.2437  -0.065
O: -1.1011 1.0624 -0.8445  -0.502
H: 2.1100 -0.9839 0.8775  0.241
H: 1.8774 0.4873 0.1139  0.225
H: -1.1992 -0.0370 0.8844  0.259
H: -1.5785 -0.8720 -0.7137  0.222
H: -0.8261 1.7387 -0.1612  0.353


Record 13
Density functional theory data (wB97M-V/def2-TZVPD) for CH5NO2S in the gas phase in a non-equilibrium geometry.

Calculated values
Frontier orbital gap, Ha: 0.361
Relative energy (zero: lowest compared OMol25 entry of this formula, charge and spin), eV: 5.883

Each line ends with the Mulliken charge.
Cartesian coordinates (Å):
C: -1.1301 0.3384 0.3990  -0.701
N: -0.0389 -0.5463 -0.0416  0.053
S: 1.3092 -0.9172 1.0996  -0.115
O: 0.3720 -0.4025 -1.2600  -0.163
O: 1.1993 0.8468 -1.2876  -0.380
H: -0.6766 1.0256 1.0757  0.288
H: -1.3983 0.8782 -0.4797  0.335
H: -2.1084 -0.1266 0.8408  0.238
H: 0.8727 -1.9686 1.7857  0.143
H: 1.5992 0.8723 -2.1319  0.303


Record 14
Density functional theory data (wB97M-V/def2-TZVPD) for CH5NO2S as an isolated structure in a non-equilibrium geometry.

Calculated values
Frontier orbital gap (alpha / beta), Ha: 0.271 / 0.315
Spin multiplicity: 3
⟨S²⟩: 2.008
Relative energy (zero: lowest compared OMol25 entry of this formula, charge and spin), eV: 1.422

Each line ends with the Mulliken charge.
Cartesian coordinates (Å):
C: -1.2149 0.8352 -0.3064  -1.118
N: 0.7701 -1.2465 0.7909  -0.468
O: 1.2320 -0.5021 -1.5738  -0.519
O: 1.8565 0.9968 0.4429  -0.516
S: 0.9949 0.0611 -0.2489  0.962
H: -1.7409 0.4157 -1.0704  0.389
H: -1.6078 0.6839 0.7344  0.373
H: -0.8871 1.7762 -0.6227  0.339
H: 0.4810 -2.0522 0.3656  0.277
H: 0.1161 -0.9682 1.4884  0.282


Record 15
Density functional theory data (wB97M-V/def2-TZVPD) for CH5NO2Si in the gas phase in a non-equilibrium geometry.

Calculated values
Frontier orbital gap, Ha: 0.417
Relative energy (zero: lowest compared OMol25 entry of this formula, charge and spin), eV: 2.326

Each line ends with the Mulliken charge.
Cartesian coordinates (Å):
O: -1.9256 1.0397 0.4012  -0.482
N: -1.5412 -0.0860 0.1417  0.708
O: -1.9570 -0.8086 -0.7505  -0.484
C: -0.1697 -0.4760 0.6727  -0.536
Si: 1.0913 0.2372 -0.5799  0.454
H: 0.0697 0.0103 1.5749  0.314
H: -0.1249 -1.5061 0.7495  0.327
H: 0.6655 0.8393 -1.7536  -0.090
H: 1.4507 1.3952 0.1421  -0.127
H: 2.4413 -0.6452 -0.5982  -0.083


Record 16
Density functional theory data (wB97M-V/def2-TZVPD) for a 2-piece molecular cluster, CH5NO4S overall in a non-equilibrium geometry.

Calculated values
Frontier orbital gap, Ha: 0.402
Relative energy (zero: lowest compared OMol25 entry of this formula, charge and spin), eV: 0.045

Each line ends with the Mulliken charge.
Cartesian coordinates (Å):
C: 1.9524 0.4560 -0.0773  0.158
N: 1.9560 -0.8415 0.3437  -0.353
O: -1.7121 1.2432 0.2478  -0.414
O: -1.4333 -1.1595 0.6360  -0.517
O: -3.0564 -0.2612 -1.0310  -0.447
O: 0.9668 1.1314 -0.3202  -0.604
S: -2.4250 -0.1106 0.4763  0.631
H: 3.0564 0.8345 -0.1370  0.224
H: 2.7887 -1.0957 0.8144  0.263
H: -0.7872 1.3979 -0.0033  0.494
H: 1.0905 -1.2390 0.7783  0.242
H: -2.3970 -0.3555 -1.7275  0.323


Record 17
Density functional theory data (wB97M-V/def2-TZVPD) for an isolated ion of composition CH5NOP and charge -1 in a non-equilibrium geometry.

Calculated values
Frontier orbital gap (alpha / beta), Ha: 0.249 / 0.249
Net charge: -1
Relative energy (zero: lowest compared OMol25 entry of this formula, charge and spin), eV: 5.050

Each line ends with the Mulliken charge.
Cartesian coordinates (Å):
O: 2.5981 -0.3463 1.0599  -0.726
N: 1.4990 -0.3051 0.4241  0.007
C: 0.1945 -0.4482 0.8224  -0.390
P: -1.1222 -0.1324 -0.4210  -0.324
H: 1.6201 -0.5000 -0.6614  0.277
H: -0.0394 -0.5901 1.8559  0.454
H: -1.4353 0.4369 0.9546  -0.077
H: -0.1474 -0.4976 -1.5038  -0.150
H: -0.8644 1.1297 -0.9359  -0.072


Record 18
Density functional theory data (wB97M-V/def2-TZVPD) for a 2-piece molecular cluster, CH5NOS2 overall.

Calculated values
Frontier orbital gap, Ha: 0.368
Relative energy (zero: lowest compared OMol25 entry of this formula, charge and spin), eV: 0.081

Each line ends with the Mulliken charge.
Cartesian coordinates (Å):
N: 0.1538 1.3525 -1.1132  -0.273
C: 1.3935 1.0381 -0.7028  0.055
O: 1.8271 -0.0911 -0.6146  -0.538
H: -0.4820 0.6285 -1.4214  0.241
H: -0.1844 2.3014 -1.1395  0.201
H: 2.0129 1.9016 -0.4414  0.330
S: -1.8883 -2.4640 1.9008  -0.192
S: -0.9910 -0.6942 1.5136  -0.181
H: -2.1347 -2.9132 0.6557  0.156
H: 0.2931 -1.0597 1.3628  0.202


Record 19
Density functional theory data (wB97M-V/def2-TZVPD) for a 2-piece molecular cluster, CH5NS overall in a non-equilibrium geometry.

Calculated values
Frontier orbital gap, Ha: 0.283
Relative energy (zero: lowest compared OMol25 entry of this formula, charge and spin), eV: 2.434

Each line ends with the Mulliken charge.
Cartesian coordinates (Å):
C: 1.0033 0.9464 0.1051  -0.653
N: -1.5879 -0.8657 -0.1262  -0.590
S: 0.8970 -0.8516 0.0808  -0.054
H: 0.0534 1.0680 0.7782  0.243
H: 0.9010 1.4277 -0.8419  0.252
H: 1.9214 1.1360 0.5965  0.297
H: -1.5238 -1.2278 -1.1497  0.261
H: -1.6644 -1.6330 0.5573  0.243


Record 20
Density functional theory data (wB97M-V/def2-TZVPD) for a 2-piece molecular cluster, CH5NS2 overall in a non-equilibrium geometry.

Calculated values
Frontier orbital gap, Ha: 0.325
Relative energy (zero: lowest compared OMol25 entry of this formula, charge and spin), eV: 0.513

Each line ends with the Mulliken charge.
Cartesian coordinates (Å):
N: -0.5747 0.9966 -0.3282  -0.336
C: -1.1215 -0.0813 0.2461  -0.103
S: -2.3850 -0.9445 -0.3403  -0.333
H: -0.9501 1.3369 -1.2026  0.161
H: 0.2038 1.4839 0.0860  0.277
H: -0.6329 -0.3538 1.1855  0.351
S: 1.4669 -0.8345 -0.3853  -0.356
H: 2.3357 0.0688 0.0944  0.159
H: 1.6579 -1.6720 0.6443  0.180


no.,total energy (Eh)
1,-678.68129
2,-808.27504
3,-601.33429
4,-601.22029
5,-314.69479
6,-170.98678
7,-171.04918
8,-171.04598
9,-171.04008
10,-170.66925
11,-246.34264
12,-246.22862
13,-644.32808
14,-644.32187
15,-535.68095
16,-795.00812
17,-512.27947
18,-967.47440
19,-493.92044
20,-892.19355